This record from the OMol25 dataset describes 2 unconnected molecules or ions with the total composition CH3NP2 in a non-equilibrium geometry. The level of theory is the ωB97M-V functional and the def2-TZVPD basis.

Output
Frontier orbital gap (alpha / beta) (eV): 7.1 / 5.9
E_HOMO (alpha / beta) (eV): -10.14 / -9.32
E_LUMO (alpha / beta) (eV): -3.032 / -3.418

The geometry in ORCA input format:
```
! wB97M-V def2-TZVPD RIJCOSX def2/J DEFGRID3
* xyz 0 1
P 0.435 -0.991 -1.011
P -0.368 0.013 0.651
N -1.115 -3.935 1.650
C -0.806 -3.248 0.786
H -1.621 0.370 0.199
H 1.482 -1.007 -0.094
H 0.455 1.243 0.485
*
```

=====

This record from the OMol25 dataset describes a single CH3NSSi molecule in a non-equilibrium geometry. The level of theory is the ωB97M-V functional and the def2-TZVPD basis.

Output
Frontier orbital gap (eV): 10.7
E_HOMO (eV): -10.31
E_LUMO (eV): 0.351
Structure (SMILES): N#CS[SiH3]

The geometry in ORCA input format:
```
! wB97M-V def2-TZVPD RIJCOSX def2/J DEFGRID3
* xyz 0 1
S -2.171 1.156 -0.003
Si -0.238 0.189 -0.032
N -3.959 -1.222 0.000
C -3.287 -0.300 -0.002
H 0.599 1.371 -0.168
H -0.209 -0.698 -1.184
H -0.060 -0.500 1.238
*
```

=====

This record from the OMol25 dataset describes a single CH3NSi molecule in a non-equilibrium geometry. The level of theory is the ωB97M-V functional and the def2-TZVPD basis.

Output
Frontier orbital gap (alpha / beta) (eV): 10.5 / 10.4
E_HOMO (alpha / beta) (eV): -10.80 / -10.63
E_LUMO (alpha / beta) (eV): -0.258 / -0.182
Structure (SMILES): N#C[SiH3]

The geometry in ORCA input format:
```
! wB97M-V def2-TZVPD RIJCOSX def2/J DEFGRID3
* xyz 0 1
Si 0.542 -0.304 0.226
N -2.201 1.223 -0.907
C -0.947 0.565 -0.448
H 1.704 0.462 -0.223
H 0.509 -1.655 -0.330
H 0.392 -0.292 1.681
*
```

=====

This record from the OMol25 dataset describes 2 unconnected molecules or ions with the total composition CH3O2S in a non-equilibrium geometry. The level of theory is the ωB97M-V functional and the def2-TZVPD basis.

Output
Frontier orbital gap (alpha / beta) (eV): 7.5 / 6.9
E_HOMO (alpha / beta) (eV): -3.50 / -2.80
E_LUMO (alpha / beta) (eV): 3.985 / 4.099

The geometry in ORCA input format:
```
! wB97M-V def2-TZVPD RIJCOSX def2/J DEFGRID3
* xyz -1 1
S -1.039 0.338 -0.601
O -1.429 -1.600 0.773
O -1.240 1.681 0.012
C 0.686 -0.086 -0.152
H 1.309 0.693 -0.695
H 0.831 -1.219 -0.277
H 0.881 0.192 0.941
*
```

=====

This record from the OMol25 dataset describes 2 unconnected molecules or ions with the total composition CH3O2S in a non-equilibrium geometry. The level of theory is the ωB97M-V functional and the def2-TZVPD basis.

Output
Frontier orbital gap (eV): 7.7
E_HOMO (eV): -3.79
E_LUMO (eV): 3.956

The geometry in ORCA input format:
```
! wB97M-V def2-TZVPD RIJCOSX def2/J DEFGRID3
* xyz -1 1
S -0.317 1.462 -1.272
O 0.730 1.957 -2.174
O -0.514 -1.175 1.815
C 0.101 0.186 -0.213
H -0.848 -1.878 1.224
H -0.146 -0.394 1.111
H 0.994 -0.158 -0.491
*
```

=====

This record from the OMol25 dataset describes 2 unconnected molecules or ions with the total composition CH3O2S. The level of theory is the ωB97M-V functional and the def2-TZVPD basis.

Output
Frontier orbital gap (eV): 7.5
E_HOMO (eV): -4.11
E_LUMO (eV): 3.420

The geometry in ORCA input format:
```
! wB97M-V def2-TZVPD RIJCOSX def2/J DEFGRID3
* xyz -1 1
S -1.798 0.139 -1.627
O 2.115 0.673 1.765
O 0.166 -0.396 1.384
C 1.169 0.285 1.058
H -1.788 -1.125 -2.061
H 1.238 0.561 -0.033
H -1.102 -0.136 -0.486
*
```

=====

This record from the OMol25 dataset describes a gas-phase ion, CH3O2S2 (charge -1) in a non-equilibrium geometry. The level of theory is the ωB97M-V functional and the def2-TZVPD basis.

Output
Frontier orbital gap (eV): 7.5
E_HOMO (eV): -3.60
E_LUMO (eV): 3.940
Structure (SMILES): CS(=O)(=O)[S-]

The geometry in ORCA input format:
```
! wB97M-V def2-TZVPD RIJCOSX def2/J DEFGRID3
* xyz -1 1
S 2.015 1.464 0.043
S 0.816 -0.351 0.102
O 0.988 -1.009 -1.182
O 1.106 -1.096 1.284
C -1.003 0.138 0.001
H -1.699 -0.558 -0.448
H -1.209 0.479 0.936
H -1.013 0.932 -0.737
*
```

=====

This record from the OMol25 dataset describes a molecular structure, CH3O2S2 in a non-equilibrium geometry. The level of theory is the ωB97M-V functional and the def2-TZVPD basis.

Output
Frontier orbital gap (eV): 7.7
E_HOMO (eV): -4.00
E_LUMO (eV): 3.742

The geometry in ORCA input format:
```
! wB97M-V def2-TZVPD RIJCOSX def2/J DEFGRID3
* xyz -1 1
S -1.683 0.227 0.284
S 1.082 1.187 -0.353
O -1.402 1.675 0.373
O -2.375 -0.266 -0.988
C 0.062 -0.308 -0.191
H 0.625 -1.136 0.808
H 0.164 -0.882 -1.001
H -0.124 2.055 -0.037
*
```

=====

This record from the OMol25 dataset describes 2 unconnected molecules or ions with the total composition CH3O3 in a non-equilibrium geometry. The level of theory is the ωB97M-V functional and the def2-TZVPD basis.

Output
Frontier orbital gap (eV): 8.8
E_HOMO (eV): -4.17
E_LUMO (eV): 4.632

The geometry in ORCA input format:
```
! wB97M-V def2-TZVPD RIJCOSX def2/J DEFGRID3
* xyz -1 1
O -0.839 0.321 0.333
O 0.204 -0.542 -2.175
O 0.805 0.813 1.787
C -0.208 0.202 1.401
H 0.410 0.362 -2.286
H 0.203 -0.583 -1.188
H -0.575 -0.572 2.128
*
```

=====

This record from the OMol25 dataset describes a gas-phase ion, CH3O3 (charge +1) in a non-equilibrium geometry. The level of theory is the ωB97M-V functional and the def2-TZVPD basis.

Output
Frontier orbital gap (alpha / beta) (eV): 8.3 / 8.3
E_HOMO (alpha / beta) (eV): -18.30 / -18.30
E_LUMO (alpha / beta) (eV): -9.982 / -9.977

The geometry in ORCA input format:
```
! wB97M-V def2-TZVPD RIJCOSX def2/J DEFGRID3
* xyz 1 1
O 0.638 1.327 0.301
O 0.634 2.666 0.486
O -0.197 3.458 0.160
C 0.000 0.284 -0.374
H 0.895 -0.379 -0.641
H -0.722 -0.369 0.186
H -0.777 0.524 -1.128
*
```

=====

This record from the OMol25 dataset describes a single CH3O3P molecule in a non-equilibrium geometry. The level of theory is the ωB97M-V functional and the def2-TZVPD basis.

Output
Frontier orbital gap (eV): 10.4
E_HOMO (eV): -10.36
E_LUMO (eV): 0.063
Structure (SMILES): O=POCO

The geometry in ORCA input format:
```
! wB97M-V def2-TZVPD RIJCOSX def2/J DEFGRID3
* xyz 0 1
P -1.166 -1.538 -0.672
O -0.542 1.464 0.326
O 0.169 -0.744 -0.276
O -0.720 -2.822 -0.171
C 0.554 0.764 -0.062
H 1.058 1.127 -0.949
H -0.831 1.103 1.178
H 1.477 0.647 0.626
*
```

=====

This record from the OMol25 dataset describes a single CH3O3PS molecule in a non-equilibrium geometry. The level of theory is the ωB97M-V functional and the def2-TZVPD basis.

Output
Frontier orbital gap (eV): 9.8
E_HOMO (eV): -10.06
E_LUMO (eV): -0.246

The geometry in ORCA input format:
```
! wB97M-V def2-TZVPD RIJCOSX def2/J DEFGRID3
* xyz 0 1
S -1.984 0.521 -0.258
P -0.500 -0.647 0.506
O -1.184 -0.869 -0.950
O -0.463 -1.850 1.356
O -1.373 1.756 -0.638
C 1.141 0.218 0.096
H 1.306 -0.268 -0.938
H 1.895 -0.224 0.882
H 1.162 1.365 -0.057
*
```

=====

This record from the OMol25 dataset describes a single CH3O3PS2 molecule in a non-equilibrium geometry. The level of theory is the ωB97M-V functional and the def2-TZVPD basis.

Output
Frontier orbital gap (eV): 7.5
E_HOMO (eV): -8.22
E_LUMO (eV): -0.748

The geometry in ORCA input format:
```
! wB97M-V def2-TZVPD RIJCOSX def2/J DEFGRID3
* xyz 0 1
S 0.492 1.074 -0.774
S 2.308 0.008 -0.750
P -1.557 -1.351 -0.720
O 2.258 -0.836 0.494
O -0.637 -0.053 -1.322
O -1.847 -2.118 -1.905
C -0.127 0.838 0.899
H -1.215 0.866 0.987
H 0.264 1.587 1.608
H 0.061 -0.014 1.483
*
```

=====

This record from the OMol25 dataset describes a single CH3O3PS2 molecule in a non-equilibrium geometry. The level of theory is the ωB97M-V functional and the def2-TZVPD basis.

Output
Frontier orbital gap (alpha / beta) (eV): 7.7 / 7.7
E_HOMO (alpha / beta) (eV): -8.33 / -8.33
E_LUMO (alpha / beta) (eV): -0.672 / -0.672

The geometry in ORCA input format:
```
! wB97M-V def2-TZVPD RIJCOSX def2/J DEFGRID3
* xyz 0 1
S 1.520 -0.351 1.263
S 2.408 -1.799 0.048
P 3.547 1.107 -0.452
O 4.682 0.529 0.299
O 1.936 -1.426 -1.331
O 2.173 1.048 0.472
C -0.028 -0.206 0.345
H 0.162 0.559 -0.442
H -0.748 0.368 0.953
H -0.119 -1.274 -0.037
*
```

=====

This record from the OMol25 dataset describes 2 unconnected molecules or ions with the total composition CH3O3Si in a non-equilibrium geometry. The level of theory is the ωB97M-V functional and the def2-TZVPD basis.

Output
Frontier orbital gap (alpha / beta) (eV): 6.1 / 6.1
E_HOMO (alpha / beta) (eV): -3.19 / -3.19
E_LUMO (alpha / beta) (eV): 2.929 / 2.929

The geometry in ORCA input format:
```
! wB97M-V def2-TZVPD RIJCOSX def2/J DEFGRID3
* xyz -1 1
Si 1.301 -0.328 0.037
O 3.037 -0.959 0.075
O 3.831 1.219 -0.030
O -2.130 0.674 0.063
C 3.027 0.348 -0.010
H -1.552 1.177 0.701
H 1.022 -1.065 -1.275
H 0.639 -1.082 1.288
*
```

=====

This record from the OMol25 dataset describes a single CH3O4PS molecule in a non-equilibrium geometry. The level of theory is the ωB97M-V functional and the def2-TZVPD basis.

Output
Frontier orbital gap (eV): 10.7
E_HOMO (eV): -11.48
E_LUMO (eV): -0.783
Structure (SMILES): CS(=O)(=O)OP=O

The geometry in ORCA input format:
```
! wB97M-V def2-TZVPD RIJCOSX def2/J DEFGRID3
* xyz 0 1
S 1.369 1.372 -0.046
P 3.269 -1.039 -0.017
O 1.558 1.981 -1.329
O 1.151 2.214 1.121
O 2.702 0.472 0.203
O 2.211 -1.927 -0.435
C 0.047 0.173 0.031
H -0.083 -0.328 -0.929
H 0.216 -0.260 0.927
H -0.881 0.683 0.099
*
```

=====

This record from the OMol25 dataset describes a gas-phase ion, CH3O4S (charge -1) in a non-equilibrium geometry. The level of theory is the ωB97M-V functional and the def2-TZVPD basis.

Output
Frontier orbital gap (eV): 7.3
E_HOMO (eV): -3.24
E_LUMO (eV): 4.072

The geometry in ORCA input format:
```
! wB97M-V def2-TZVPD RIJCOSX def2/J DEFGRID3
* xyz -1 1
S 0.479 0.869 -1.083
O -0.230 -0.147 1.385
O -0.671 -1.522 -0.326
O 1.749 0.382 -0.565
O 0.166 2.249 -0.632
C -0.728 -0.152 0.106
H 0.803 -0.133 1.289
H 0.194 -1.752 -0.264
H -1.762 0.206 0.090
*
```

=====

This record from the OMol25 dataset describes a gas-phase ion, CH3O4S (charge -1) in a non-equilibrium geometry. The level of theory is the ωB97M-V functional and the def2-TZVPD basis.

Output
Frontier orbital gap (eV): 8.3
E_HOMO (eV): -4.14
E_LUMO (eV): 4.149
Structure (SMILES): C=[S@](=O)([O-])OO

The geometry in ORCA input format:
```
! wB97M-V def2-TZVPD RIJCOSX def2/J DEFGRID3
* xyz -1 1
S 0.505 0.864 -0.123
O 1.711 -0.407 0.870
O 0.846 2.177 0.478
O 0.878 0.726 -1.541
O 2.825 -0.672 0.045
C -1.051 0.314 0.143
H -1.088 0.086 1.144
H 2.397 -0.410 -0.830
H -1.214 -0.501 -0.452
*
```

=====

This record from the OMol25 dataset describes a single CH3OP molecule in a non-equilibrium geometry. The level of theory is the ωB97M-V functional and the def2-TZVPD basis.

Output
Frontier orbital gap (eV): 10.5
E_HOMO (eV): -9.82
E_LUMO (eV): 0.669
Structure (SMILES): C1OP1

The geometry in ORCA input format:
```
! wB97M-V def2-TZVPD RIJCOSX def2/J DEFGRID3
* xyz 0 1
P -1.241 -0.475 0.083
O -0.522 1.042 -0.223
C 0.525 0.207 0.347
H -0.994 -1.094 -1.321
H 0.824 0.388 1.328
H 1.408 -0.067 -0.213
*
```

=====

This record from the OMol25 dataset describes a single CH3OP molecule in a non-equilibrium geometry. The level of theory is the ωB97M-V functional and the def2-TZVPD basis.

Output
Frontier orbital gap (eV): 9.9
E_HOMO (eV): -9.50
E_LUMO (eV): 0.437
Structure (SMILES): O=CP

The geometry in ORCA input format:
```
! wB97M-V def2-TZVPD RIJCOSX def2/J DEFGRID3
* xyz 0 1
P 0.495 -0.804 -0.119
O -2.163 -0.314 0.206
C -1.199 -0.100 -0.437
H 0.145 -1.196 1.198
H -1.121 0.364 -1.404
H 1.320 0.248 0.505
*
```